ORCA calculation (ωB97M-V/def2-TZVPD) on 8 unconnected molecules or ions with the total composition C17H52N8O8 at a distorted geometry.

Its HOMO energy is -9.4 eV. The calculation puts the strongest force on any atom at 4.65 eV Å⁻¹. For the energy above the lowest of the compared OMol25 structures with the same formula, charge and spin, the calculation gives 0.0 kJ/mol. The value obtained for the HOMO-LUMO gap is 9.984 eV. Its multiplicity is 1.

Structure (XYZ):
```
85
C17H52N8O8 | the Open Molecules 2025 dataset | ωB97M-V/def2-TZVPD
C -10.78044 16.07251 5.73779
O -9.55236 15.68635 6.35122
C -9.10415 14.42795 5.95245
C -7.66178 14.17895 6.36039
C -6.71880 15.14270 5.74952
N -7.44301 12.76142 6.11596
H -11.50802 15.29674 5.85684
H -10.64639 16.28007 4.74458
H -11.23286 16.97048 6.21201
H -9.71960 13.66405 6.41036
H -9.32335 14.33593 4.89425
H -7.64450 14.39645 7.42665
H -7.03693 16.19300 5.94220
H -6.72928 14.91337 4.62456
H -5.70630 14.96995 6.09401
H -7.62193 12.64658 5.10804
H -6.44335 12.59832 6.23830
C -10.67464 13.05580 13.85214
O -11.85829 12.20930 13.86654
C -13.08249 12.86766 13.61591
C -13.42456 13.30557 12.18854
C -14.74673 14.11245 12.11238
N -13.44452 12.09990 11.37933
H -10.68966 13.67798 12.99304
H -9.84308 12.38909 13.66547
H -10.64308 13.47403 14.89905
H -13.86901 12.14945 13.96881
H -13.20571 13.71262 14.32257
H -12.54407 13.85693 11.78381
H -15.70714 13.58161 12.17787
H -14.82009 14.58296 11.12915
H -14.75116 14.76137 12.91342
H -12.50545 11.71704 11.16970
H -13.92896 11.36384 11.94852
N -11.95998 13.99685 8.97547
C -10.72748 13.94141 9.65755
N -9.85972 14.93200 9.38568
O -10.48568 12.99113 10.41025
H -12.24691 14.65979 8.34686
H -12.58204 13.17717 9.13895
H -8.94461 14.80880 9.75379
H -9.81334 15.48938 8.57078
N -13.60191 13.64786 6.22067
C -12.96288 13.36182 5.01524
N -12.13984 12.19579 5.11956
O -13.14846 13.95478 3.97272
H -14.53190 14.07884 6.04143
H -13.63776 13.02032 6.94529
H -11.50136 11.98480 4.42647
H -11.75227 11.99957 6.01873
N -7.97122 11.98650 11.07142
C -6.90098 12.64775 10.38493
N -5.69620 12.00242 10.39866
O -7.06944 13.77802 9.96882
H -8.91889 12.35990 10.84820
H -7.96447 10.99336 11.19930
H -5.57917 11.28792 11.06338
H -4.92630 12.54093 9.98701
C -3.46357 14.99262 11.77303
C -3.86473 15.92668 10.64981
O -4.38669 15.13766 9.54508
H -2.71917 14.28111 11.38977
H -4.37579 14.45899 12.10017
H -3.03142 15.59114 12.62062
H -3.01052 16.42704 10.18905
H -4.53197 16.73447 10.97383
H -5.35329 14.93529 9.71620
C -15.33995 10.23308 7.18722
C -15.22152 10.75021 8.59790
O -14.55977 11.97152 8.68429
H -15.73985 9.16869 7.19633
H -14.34126 10.28054 6.85538
H -15.93122 10.96881 6.60290
H -14.68030 9.96823 9.10729
H -16.18136 10.75514 9.16233
H -14.40657 12.22160 9.61854
C -9.70247 9.76286 8.59285
C -10.03797 9.69103 7.10150
O -9.98862 10.90548 6.40773
H -8.72840 10.17838 8.82487
H -9.62236 8.78159 9.02611
H -10.55356 10.29304 9.11224
H -11.05763 9.32898 6.89688
H -9.32827 8.92967 6.60414
H -9.07159 11.19415 6.34918
```

=====

ORCA calculation (ωB97M-V/def2-TZVPD) on a molecular structure, C3H3O3Tl at a distorted geometry.

Its HOMO energy is -7.6 eV. The calculation puts the strongest force on any atom at 4.11 eV Å⁻¹. For the energy above the lowest of the compared OMol25 structures with the same formula, charge and spin, the calculation gives 300.6 kJ/mol. The value obtained for the HOMO-LUMO gap is 7.086 eV. Its multiplicity is 1.

Structure (XYZ):
```
10
C3H3O3Tl | the Open Molecules 2025 dataset | ωB97M-V/def2-TZVPD
O -0.14254 0.55187 -2.19687
O 1.00594 -2.22895 0.49191
C 0.59466 -1.09195 0.77256
O -0.65900 -0.82103 0.35512
C -0.55015 0.59096 0.18663
H -1.27971 1.09241 0.83886
C -0.68669 1.07766 -1.22978
H 0.43255 1.26507 0.17243
H -1.56880 1.74554 -1.36533
Tl 2.85376 -2.18157 1.97446
```

=====

ORCA calculation (ωB97M-V/def2-TZVPD) on 11 unconnected molecules or ions with the total composition C38H106N8O14 at a distorted geometry.

Its HOMO energy is -8.5 eV. The calculation puts the strongest force on any atom at 3.86 eV Å⁻¹. For the energy above the lowest of the compared OMol25 structures with the same formula, charge and spin, the calculation gives 1224.9 kJ/mol. The value obtained for the HOMO-LUMO gap is 9.002 eV. Its multiplicity is 1.

Structure (XYZ):
```
166
C38H106N8O14 | the Open Molecules 2025 dataset | ωB97M-V/def2-TZVPD
C -5.66461 -3.60047 7.27581
O -4.93466 -3.35304 6.07794
C -5.49867 -2.40270 5.29313
C -4.64295 -2.07923 3.93737
C -3.56388 -1.00559 4.13364
N -5.60648 -1.51470 2.99040
H -5.20859 -4.30466 7.97170
H -6.71630 -3.80633 7.07663
H -5.82095 -2.65724 7.79925
H -6.49826 -2.79644 5.10907
H -5.72927 -1.50390 5.86502
H -4.27081 -3.03541 3.56953
H -2.66215 -1.35774 4.63462
H -3.73551 -0.12601 4.75411
H -3.14777 -0.77544 3.15284
H -6.47038 -2.02020 2.85533
H -5.10922 -1.24781 2.15277
C 3.88298 -1.19468 4.50676
O 2.70190 -0.47924 4.17249
C 1.98318 -0.20143 5.45173
C 0.52287 0.17764 5.04723
C -0.25384 0.67884 6.20687
N -0.10557 -0.99209 4.44325
H 4.58017 -0.59303 5.08990
H 4.24917 -1.39709 3.50027
H 3.74716 -2.11494 5.07491
H 1.85815 -1.01826 6.16255
H 2.41246 0.56619 6.09561
H 0.55366 0.99055 4.32174
H 0.23657 1.58482 6.56294
H -0.17682 0.01869 7.07080
H -1.31820 0.83413 6.03042
H -0.42504 -1.49669 5.25774
H 0.70735 -1.43260 4.03677
C -0.68543 -3.25943 0.74314
O -1.01000 -4.44370 1.43699
C -2.41909 -4.57380 1.72237
C -2.79402 -5.92912 1.23268
C -2.37871 -6.03707 -0.24909
N -4.23923 -6.04769 1.34518
H 0.12555 -2.85024 1.34561
H -1.33654 -2.40164 0.57474
H -0.42721 -3.72270 -0.20912
H -2.61862 -4.45893 2.78777
H -2.91219 -3.68985 1.31792
H -2.17035 -6.62087 1.79892
H -2.69864 -6.93278 -0.78148
H -1.29655 -6.16424 -0.27828
H -2.65181 -5.16439 -0.84236
H -4.67063 -6.90311 1.02541
H -4.23024 -6.05115 2.35513
C 1.47609 -6.69571 -2.07542
O 2.57487 -5.89421 -1.51436
C 2.08076 -4.66631 -0.97279
C 3.28868 -3.74721 -0.78107
C 2.79044 -2.30464 -0.37613
N 4.21609 -3.65585 -1.86617
H 0.69446 -6.99945 -1.37908
H 1.95172 -7.55254 -2.55261
H 1.09096 -6.07345 -2.88323
H 1.39780 -4.25014 -1.71338
H 1.45522 -4.78655 -0.08829
H 3.88292 -4.24768 -0.01653
H 2.27968 -1.89567 -1.24789
H 3.47832 -1.50620 -0.09789
H 1.99053 -2.35489 0.36260
H 4.86186 -2.97473 -1.49313
H 4.67621 -4.55378 -1.82021
C -3.39728 2.08234 -2.98840
O -2.81166 1.34109 -4.01068
C -2.00399 2.20093 -4.88004
C -1.55711 1.38051 -6.13527
C -0.78201 0.18476 -5.74790
N -0.67610 2.21222 -6.95997
H -4.07803 2.89824 -3.23125
H -2.61294 2.63105 -2.46705
H -4.07502 1.55724 -2.31531
H -2.67650 2.98118 -5.23645
H -1.21601 2.66818 -4.28940
H -2.42337 0.99057 -6.66973
H -0.12905 -0.19327 -6.53457
H -1.45907 -0.66106 -5.62845
H -0.06036 0.36581 -4.95132
H 0.24485 1.88406 -6.70647
H -0.84707 1.92558 -7.91323
C 5.14978 2.99201 4.94915
O 4.43925 3.53779 3.79574
C 2.97384 3.31019 3.69727
C 2.44368 4.24101 2.52547
C 2.63683 5.78758 2.80555
N 1.02552 4.20694 2.32576
H 4.56027 2.72550 5.82638
H 5.93216 3.60398 5.39799
H 5.74396 2.13659 4.62773
H 2.70183 2.27682 3.48221
H 2.43640 3.44988 4.63522
H 2.88776 3.94349 1.57553
H 3.30052 6.08818 3.61627
H 1.70116 6.29271 3.04531
H 3.06319 6.27183 1.92702
H 0.69071 3.32489 1.96522
H 0.87954 4.81218 1.53047
C -0.97769 5.94871 -4.33108
O -0.17691 5.98315 -3.10911
C 1.09164 5.31525 -3.09482
C 1.59616 5.26902 -1.59957
C 3.01219 4.73691 -1.49147
N 0.65678 4.41304 -1.03970
H -0.57469 6.37360 -5.25040
H -1.99757 6.30991 -4.19893
H -1.08612 4.92258 -4.68233
H 0.97302 4.30610 -3.48933
H 1.80843 5.79226 -3.76323
H 1.55487 6.25373 -1.13403
H 3.00747 3.67820 -1.75069
H 3.48685 4.56289 -0.52580
H 3.70061 5.37865 -2.04133
H 0.70841 3.42353 -1.23537
H -0.18552 4.62676 -1.55444
C 3.06854 3.26196 -5.30699
O 2.87459 1.83973 -5.48673
C 2.86721 1.08409 -4.21973
C 4.14888 1.21520 -3.35323
C 5.41622 1.02280 -4.09754
N 4.10370 0.25515 -2.13813
H 3.86244 3.77059 -5.85390
H 3.11366 3.58515 -4.26698
H 2.20391 3.76265 -5.74265
H 2.01727 1.42588 -3.62907
H 2.61830 0.05268 -4.46936
H 4.22711 2.22455 -2.94928
H 5.60662 0.01700 -4.47200
H 6.22075 1.23761 -3.39421
H 5.52208 1.75822 -4.89508
H 5.07414 0.21801 -1.86066
H 4.00368 -0.71082 -2.41560
O 0.57843 -1.46293 -3.22980
C 0.44677 -2.60499 -3.97571
C -0.74717 -3.34805 -3.40304
O -1.96054 -2.58478 -3.69624
H -0.33831 -1.18683 -3.15946
H 0.26545 -2.39116 -5.02905
H 1.37050 -3.17396 -3.87038
H -0.66355 -3.31012 -2.31691
H -0.89238 -4.33166 -3.84971
H -2.73475 -3.06731 -3.39731
O -5.58267 3.01382 1.52906
C -5.55288 1.73030 0.79682
C -4.22318 0.95113 0.95371
O -4.16659 -0.41427 0.43887
H -6.30899 3.45869 1.08620
H -6.40180 1.12591 1.11643
H -5.63981 1.91644 -0.27365
H -3.88796 1.05779 1.98539
H -3.37252 1.43729 0.47610
H -4.14737 -0.39048 -0.52064
O 1.16784 1.39528 -1.26279
C 0.04507 0.99257 -0.64983
C 0.34069 0.77732 0.87648
O -0.83720 0.28688 1.51109
H 1.85338 0.73957 -1.40999
H -0.69720 1.77530 -0.80627
H -0.28055 0.08187 -1.15251
H 0.50717 1.78957 1.24490
H 1.19203 0.09835 0.92465
H -0.53320 -0.06146 2.35243
```

=====

ORCA calculation (ωB97M-V/def2-TZVPD) on a molecular structure, C2HClNO4 at a distorted geometry.

Its HOMO energy is -3.2 eV. The calculation puts the strongest force on any atom at 3.73 eV Å⁻¹. The net charge is -1. For the energy above the lowest of the compared OMol25 structures with the same formula, charge and spin, the calculation gives 342.0 kJ/mol. The value obtained for the HOMO-LUMO gap is 6.807 eV. Its multiplicity is 1.

Structure (XYZ):
```
9
C2HClNO4 | the Open Molecules 2025 dataset | ωB97M-V/def2-TZVPD
C 0.39701 -0.51409 0.56067
C -2.41623 0.13635 0.00718
N 2.31227 -0.86133 0.35583
O -2.70988 0.60505 1.00290
O -0.63514 -0.88621 0.91748
O -2.34215 -0.14567 -1.09174
O 2.57867 -0.28718 -0.85523
Cl 0.27639 1.27319 -0.29057
H 2.53906 0.67988 -0.60651
```

=====

ORCA calculation (ωB97M-V/def2-TZVPD) on a molecular structure, C8H12Br12O2S at a distorted geometry.

Its HOMO energy is -8.4 eV. The calculation puts the strongest force on any atom at 17.96 eV Å⁻¹. For the energy above the lowest of the compared OMol25 structures with the same formula, charge and spin, the calculation gives 2038.8 kJ/mol. The value obtained for the HOMO-LUMO gap is 7.228 eV. Its multiplicity is 1.

Structure (XYZ):
```
35
C8H12Br12O2S | the Open Molecules 2025 dataset | ωB97M-V/def2-TZVPD
C -4.18106 -1.17109 0.04100
Br -4.15542 0.37416 1.23151
Br -5.07221 -0.61570 -1.68418
Br -5.04668 -2.81543 0.55002
H -3.16518 -1.44056 -0.24795
C 2.65898 -0.35907 1.99084
Br 3.53573 -0.82817 3.69477
Br 3.71386 -1.36774 0.56410
Br 2.41308 1.57295 1.60200
H 1.71107 -0.88530 2.10329
C -1.19418 -0.76180 4.57876
Br 0.80273 -0.52467 4.78770
Br -1.78485 -2.36437 5.53175
Br -1.88332 -0.92629 2.76996
H -1.74442 0.10870 4.93591
C -0.35654 -0.17398 1.07811
Br 0.21394 1.62149 0.37597
Br 0.99722 -1.58472 0.67610
Br -2.19624 -0.79899 0.39550
H -0.46814 -0.16946 2.16237
C 1.63497 0.87496 -1.33984
C 0.88992 2.11341 -1.86080
C 0.50542 1.76690 -3.40881
S 0.86037 -0.03135 -3.73924
O 2.11672 -0.08512 -4.42697
O -0.33479 -0.73650 -4.25866
C 1.21025 -0.40208 -1.96657
H 1.58468 0.96230 -0.25451
H 2.60242 1.13296 -1.77063
H 1.46716 3.03500 -1.93542
H 0.02775 2.11690 -1.19391
H 1.08443 2.23766 -4.20330
H -0.55345 1.97334 -3.56455
H 1.85464 -1.24770 -1.72615
H 0.25117 -0.60065 -1.48818
```

=====

ORCA calculation (ωB97M-V/def2-TZVPD) on a molecular structure, C36H38N8O5S4Ti.

Its HOMO energy is -7.6 eV. The calculation puts the strongest force on any atom at 0.54 eV Å⁻¹. For the energy above the lowest of the compared OMol25 structures with the same formula, charge and spin, the calculation gives 8.7 kJ/mol. The value obtained for the HOMO-LUMO gap is 7.475 eV. Its multiplicity is 1.

Structure (XYZ):
```
92
C36H38N8O5S4Ti | the Open Molecules 2025 dataset | ωB97M-V/def2-TZVPD
Ti -0.09961 -0.48318 -0.80572
C -0.61300 -1.90161 -5.40428
O 0.14345 -0.89238 -6.08165
C 1.41904 -1.20087 -6.45008
C 1.74607 -1.02063 -7.79039
C 3.03071 -1.24527 -8.24990
C 4.02028 -1.64902 -7.36215
C 3.71130 -1.79865 -6.02303
C 2.42003 -1.57868 -5.54692
N 2.17551 -1.79677 -4.16636
C 1.62984 -0.93333 -3.26321
N 1.18201 0.22368 -3.74795
C 0.76575 1.38551 -3.04594
C 0.23502 1.36283 -1.77010
C -0.08500 2.60205 -1.19506
C 0.07400 3.78503 -1.89157
C 0.57408 3.78319 -3.19342
C 0.92530 2.57878 -3.76804
O 1.43745 2.43662 -5.03271
C 1.45923 3.58652 -5.85775
N 1.57671 -1.23787 -1.97565
C 2.24625 -2.41774 -1.53982
C 3.41287 -2.30976 -0.80019
C 4.05373 -3.42742 -0.28040
C 3.52595 -4.68282 -0.51998
C 2.37583 -4.82563 -1.28849
C 1.73642 -3.70302 -1.80267
O 0.62225 -3.75175 -2.57368
C 0.03732 -5.01798 -2.83241
H -1.62694 -1.51677 -5.33930
H -0.24018 -2.09110 -4.39954
H -0.60618 -2.82506 -5.98854
H 0.95423 -0.70776 -8.45814
H 3.25896 -1.10746 -9.29841
H 5.02923 -1.82987 -7.70707
H 4.47696 -2.08587 -5.31190
H 2.60184 -2.61607 -3.76368
H 1.29028 0.36865 -4.74214
H -0.49953 2.62480 -0.19530
H -0.20625 4.72786 -1.43682
H 0.68455 4.71123 -3.73534
H 1.81106 3.25880 -6.83201
H 2.14166 4.34265 -5.46237
H 0.46028 4.01709 -5.95520
H 3.81735 -1.31848 -0.64290
H 4.96175 -3.31524 0.29744
H 4.01031 -5.56509 -0.12215
H 1.97983 -5.81251 -1.47850
H -0.88772 -4.81767 -3.36574
H -0.19271 -5.54307 -1.90339
H 0.69349 -5.63792 -3.44799
C 3.63354 0.79812 1.02050
C 2.36399 0.04381 1.26392
O 1.35490 0.27767 0.60067
N 2.31880 -0.84044 2.26342
C 1.03819 -1.36855 2.71885
C 0.47461 -2.55632 1.97569
C 0.28267 -3.73254 2.68124
C -0.42822 -4.77420 2.10856
C -0.94198 -4.59452 0.84168
C -0.68077 -3.40622 0.18160
N 0.03588 -2.40476 0.71224
H 3.48407 1.80352 1.41978
H 3.79097 0.89165 -0.05222
H 4.49998 0.34252 1.49828
H 3.15077 -1.02942 2.79490
H 0.30082 -0.56430 2.66977
H 1.15537 -1.64383 3.76469
H 0.65320 -3.81098 3.69463
H -0.60423 -5.68845 2.66039
H -1.56305 -5.34148 0.36715
H -1.09544 -3.22396 -0.79808
S -3.90735 0.36668 -1.00406
C -3.26616 0.11170 0.60613
S -1.58480 0.24701 0.99713
C -4.16109 -0.10839 1.61614
C -3.71180 -0.29645 2.96919
N -3.35113 -0.46387 4.04890
C -5.57885 -0.16578 1.40252
N -6.72131 -0.20776 1.27724
C 0.72030 4.57662 2.06203
S 0.81858 2.95069 2.82777
C 2.20609 3.25200 3.93810
H 1.61537 4.79592 1.48005
H 0.56510 5.34827 2.81551
H -0.13815 4.56123 1.39267
H 1.96572 4.02146 4.67166
H 3.10052 3.54761 3.38703
H 2.40751 2.32099 4.46718
O -3.32362 -2.54696 -1.41522
S -2.95426 -1.29904 -2.10532
N -1.40989 -1.01132 -1.84066
```

=====

The highest strongest force on any atom belongs to which entry? C8H12Br12O2S

=====

The lowest energy above the lowest of the compared OMol25 structures with the same formula, charge and spin belongs to which entry? C17H52N8O8